Entry from the OMol25 dataset: a structure of composition C34H36AuBrIN3O2Sb2 in a non-equilibrium geometry (ωB97M-V/def2-TZVPD).

As for the expectation value of S²: 2.06. The value obtained for the electronic energy is -5119.0365 hartree. The net charge is +2. As for the gap between HOMO and LUMO (alpha / beta): 0.24187 / 0.17976 Ha. The HOMO energy (alpha / beta) comes out at -11.82 / -12.60 eV. Its maximum force is 3.73 eV/Å. The spin multiplicity is 3. The energy relative to the best compared isomer or geometry (same formula, charge and spin) is 46.69 kcal per mole.

Element x y z (Å)
Au -1.250480 0.680708 -2.243153
C -4.404054 2.377258 6.301761
O -3.250466 2.431128 5.379452
C -3.013838 3.457102 4.615760
C -1.714500 3.524802 3.889579
C -1.525823 4.482683 2.964514
C -2.499927 5.517332 2.740469
C -3.575858 5.621548 3.651971
C -3.786292 4.602716 4.508839
N -2.239988 6.557185 1.936767
N -1.462891 6.446498 0.929486
C -1.047724 5.370018 0.305994
C 0.395912 5.295184 0.071808
C 0.975618 4.232190 -0.493409
C 0.148295 3.180438 -1.028660
O 0.561733 2.225658 -1.676876
C -1.393800 3.317564 -0.926392
N -2.191931 2.415032 -1.640111
C -3.452279 2.600185 -1.672344
C -4.100227 3.652233 -1.000040
C -3.389554 4.570144 -0.318707
C -1.907273 4.411326 -0.310223
H -4.039773 1.833077 7.209804
H -5.186828 1.895689 5.768639
H -4.669107 3.378763 6.591037
H -1.012614 2.693928 3.972076
H -0.607372 4.453573 2.526142
H -4.195893 6.454609 3.660196
H -4.668277 4.764388 5.098154
H 1.011681 6.060410 0.502058
H 2.069465 4.025697 -0.592842
H -4.064567 1.825184 -2.190900
H -5.188001 3.654207 -1.074377
H -3.969560 5.377567 0.138867
C 3.939042 1.122881 -1.919484
Sb 2.944476 -0.411043 -0.644561
C 2.372959 0.702667 1.116178
C 4.861808 -1.638437 -0.260150
C 5.083501 -2.692440 -1.253110
C 5.837729 -2.455783 -2.419388
C 5.933324 -3.430794 -3.404415
C 5.471832 -4.753159 -3.266863
C 4.827008 -5.049927 -2.039600
C 4.581169 -4.049829 -1.016782
C 3.842012 -4.310664 0.290390
Sb 1.734317 -3.594060 0.272763
C 0.925528 -5.238569 -0.799093
C 1.297271 -3.774434 2.384406
H 4.665614 0.617961 -2.563236
H 4.627621 1.623950 -1.273018
H 3.260016 1.820214 -2.294411
H 1.803118 1.594453 0.920531
H 3.336786 0.950611 1.732439
H 1.824478 -0.085208 1.646471
H 4.586433 -2.078764 0.724814
H 5.689615 -0.893690 -0.234192
H 6.223296 -1.468490 -2.554625
H 6.592295 -3.143299 -4.234022
H 5.538441 -5.446515 -4.102558
H 4.212025 -5.974370 -1.907853
H 4.578939 -3.917050 0.995269
H 3.621270 -5.356570 0.392016
H 1.062058 -4.788763 -1.766347
H -0.126876 -5.403353 -0.526115
H 1.542843 -6.242453 -0.791734
H 1.808372 -4.653748 2.862351
H 0.250676 -3.690520 2.678894
H 1.788932 -2.815605 2.658051
Br -2.486767 -2.850040 -0.195559
C -3.055134 -3.352502 -1.897339
C -4.245369 -4.172604 -1.963325
C -4.713076 -4.630134 -3.175316
C -4.115038 -4.153591 -4.349632
C -3.010468 -3.294412 -4.279318
C -2.426964 -2.883613 -3.039444
I -0.680192 -1.669793 -3.134063
H -4.791017 -4.338945 -1.065990
H -5.569487 -5.275273 -3.301767
H -4.272466 -4.595028 -5.391318
H -2.525726 -3.245254 -5.205251

Forces on the atoms, in the same order (eV/Å):
-0.058 -1.121 -0.575
1.903 0.176 0.329
-0.251 -0.864 0.927
2.598 1.215 -1.242
-2.531 -1.763 1.134
-2.588 0.527 0.916
0.757 -1.149 1.784
2.493 -0.884 -1.657
-1.742 -0.400 1.153
0.613 1.267 -3.154
-1.473 1.704 2.977
2.382 -0.941 -1.360
-1.269 0.414 0.780
0.663 -1.823 -0.631
-2.455 0.274 -0.360
1.182 -0.758 -0.065
1.618 -0.552 -1.137
2.966 1.020 1.308
-2.555 -1.003 -0.314
-0.767 -0.443 -0.468
1.429 0.113 0.065
-3.147 0.902 0.821
-0.454 0.289 -1.060
-0.738 -0.499 -0.124
-0.215 0.279 0.159
-0.128 0.335 0.340
2.240 0.320 -1.558
-0.982 1.388 -0.176
-0.259 -0.485 0.460
0.014 0.495 0.081
-1.029 0.671 0.136
0.561 0.838 0.331
0.315 0.308 0.136
0.820 -0.060 0.099
1.038 -1.975 1.134
1.486 0.343 -0.754
2.333 -0.966 1.166
-0.911 0.908 1.075
-0.154 -2.444 -0.546
-1.663 -0.943 0.795
1.608 -0.166 -0.349
-0.681 1.300 1.434
-1.752 0.798 0.568
0.673 0.979 -2.060
0.240 0.455 -1.528
0.925 -0.066 0.713
1.078 -1.657 0.231
0.909 0.357 0.090
-0.880 -0.039 -0.634
0.151 0.501 1.096
-1.029 0.744 -1.104
-0.250 0.108 -0.220
-1.775 -0.388 -1.171
-0.156 0.629 0.241
0.748 0.738 -0.516
-0.709 -0.464 0.252
0.429 0.388 -0.294
-0.627 -0.373 -0.052
0.075 -0.007 0.426
1.144 0.456 -0.138
-0.920 -0.348 0.837
0.394 -0.606 0.377
-0.515 -0.349 -0.856
0.429 0.085 -0.288
-1.178 2.101 0.327
-0.503 0.920 -0.548
0.076 -0.206 -0.295
-0.182 -0.725 0.515
0.291 0.199 0.577
-1.324 -0.353 -0.312
1.487 1.095 -0.634
-0.060 0.745 -0.960
1.399 -0.545 -0.800
-0.282 -1.067 1.513
-1.312 -0.685 -1.339
-0.366 -0.509 0.152
-0.071 -0.412 0.653
-0.076 -0.116 0.498
-0.406 0.741 1.753
0.960 1.029 -1.076